{"formula": "C11H18", "method": "ωB97M-V/def2-TZVPD", "lumo_ev": 0.991, "orbital_gap_ev": 10.078, "smiles": "CCc1ccccc1.CCC", "relative_energy_kcal_mol": 27.50, "e_homo_ev": -9.09, "max_force_ev_per_a": 3.68, "species": ["C", "C", "C", "C", "C", "C", "C", "C", "H", "H", "H", "H", "H", "H", "H", "H", "H", "H", "C", "C", "C", "H", "H", "H", "H", "H", "H", "H", "H"], "xyz": [[1.80161, -1.57076, 2.35278], [0.55532, -0.74673, 1.89207], [0.84434, -0.23179, 0.51861], [0.56669, -1.16270, -0.53973], [1.03553, -0.72984, -1.77845], [1.64403, 0.49676, -2.01322], [1.82385, 1.38397, -0.98237], [1.44419, 0.99734, 0.30620], [2.05429, -1.81417, 3.38164], [2.66024, -0.98568, 1.99726], [1.82332, -2.48221, 1.74794], [-0.35939, -1.35140, 1.81042], [0.28824, -0.11284, 2.74303], [0.18765, -2.14248, -0.31731], [0.85036, -1.43908, -2.58009], [1.95182, 0.69026, -3.02747], [2.35901, 2.30416, -1.17897], [1.72662, 1.57098, 1.17910], [-2.90671, -0.69439, -0.00310], [-2.68657, 0.60247, -0.79535], [-2.67489, 1.83363, 0.14797], [-3.41854, -0.72275, 0.96339], [-1.96219, -1.21383, 0.16587], [-3.58527, -1.41726, -0.48577], [-1.70166, 0.51581, -1.26315], [-3.34712, 0.62347, -1.66272], [-2.71990, 1.47897, 1.17455], [-1.73099, 2.36098, 0.00694], [-3.52016, 2.50585, 0.00116]], "forces_ev_per_angstrom": [[0.449, 0.129, -1.508], [-0.228, -1.127, 1.712], [-0.906, -0.953, -0.028], [1.907, 3.096, 0.596], [-1.059, -1.620, -0.092], [-0.492, -0.581, -0.297], [0.407, -0.030, 0.369], [0.219, -0.270, -0.348], [-0.887, 0.116, 0.276], [0.024, -0.146, 0.118], [0.155, -0.104, 0.237], [0.389, -0.344, 0.092], [0.240, 0.964, -0.674], [-0.274, -0.158, -0.186], [0.320, 0.288, -0.343], [0.135, 0.319, -0.069], [-0.145, 0.130, 0.198], [-0.204, 0.282, -0.060], [-0.619, -1.544, -0.200], [0.264, -0.376, 0.632], [0.027, -0.344, -0.616], [0.231, 1.184, 0.226], [-0.062, 0.003, -0.037], [0.521, 0.151, -0.623], [0.027, 0.017, 0.142], [-0.411, 0.467, 0.333], [0.082, 0.103, 0.112], [-0.196, 0.292, 0.132], [0.087, 0.056, -0.096]], "nbo_charge": [-0.61, -0.44, 0.00, -0.22, -0.20, -0.24, -0.19, -0.23, 0.22, 0.20, 0.20, 0.21, 0.22, 0.22, 0.21, 0.22, 0.21, 0.21, -0.62, -0.42, -0.61, 0.21, 0.20, 0.21, 0.21, 0.20, 0.20, 0.21, 0.21]}

***

{"formula": "C11H18", "method": "ωB97M-V/def2-TZVPD", "lumo_ev": 0.945, "orbital_gap_ev": 9.519, "smiles": "Cc1ccccc1.CC(C)C", "relative_energy_kcal_mol": 74.24, "e_homo_ev": -8.57, "max_force_ev_per_a": 5.68, "species": ["C", "C", "C", "C", "C", "C", "C", "H", "H", "H", "H", "H", "H", "H", "H", "C", "C", "C", "C", "H", "H", "H", "H", "H", "H", "H", "H", "H", "H"], "xyz": [[-1.59274, -1.40470, -1.42130], [-0.32126, -2.01850, -1.19326], [0.57641, -2.02268, -2.26875], [1.82888, -2.30069, -1.97892], [2.32131, -2.62098, -0.71605], [1.39327, -2.87832, 0.34855], [0.11119, -2.56355, 0.08134], [-2.07038, -1.60870, -2.50610], [-1.47866, -0.33481, -1.39832], [-2.38353, -1.47464, -0.66679], [0.30327, -2.01001, -3.29350], [2.67739, -2.40547, -2.70187], [3.61957, -2.52532, -0.79844], [1.77599, -3.35000, 1.33913], [-0.63939, -2.96301, 0.80385], [-0.04312, 2.26394, 2.56791], [-0.25832, 2.56519, 1.08780], [0.39604, 1.58599, 0.08684], [-1.69650, 2.90934, 0.84715], [-0.63516, 1.34910, 2.74549], [-0.25254, 2.95224, 3.32188], [1.05064, 2.12091, 2.80723], [0.16706, 3.60359, 1.06807], [1.48152, 1.76929, -0.10422], [0.14169, 0.54326, 0.43422], [-0.13370, 1.80346, -0.91822], [-2.23424, 2.25112, 0.16193], [-2.35686, 2.79485, 1.68813], [-1.74782, 3.96909, 0.57623]], "forces_ev_per_angstrom": [[-3.792, 0.686, -2.094], [1.818, -1.454, 1.040], [-2.498, -0.310, 0.865], [5.516, -1.315, 0.393], [2.823, 0.571, 0.214], [4.252, -0.522, 0.244], [-2.934, -0.084, -0.939], [1.092, 0.207, 2.443], [0.416, 0.734, -0.321], [0.161, -0.898, -0.010], [-0.711, 0.743, -0.672], [-1.333, 0.554, -0.021], [-4.124, -0.962, 1.296], [-0.988, 0.999, -1.850], [0.280, 1.086, -0.573], [1.763, -2.970, -0.771], [1.416, 2.560, 1.206], [-1.279, 0.560, -0.822], [-1.464, -0.102, -0.543], [0.543, 0.035, 0.557], [-1.275, 1.753, 0.619], [-0.880, -0.594, -0.554], [0.592, -0.971, -0.878], [-0.839, -0.436, 0.555], [0.611, 0.846, -0.635], [0.884, -0.672, 1.395], [0.355, 0.251, -0.731], [0.091, 0.085, 1.031], [-0.497, -0.384, -0.443]], "nbo_charge": [-0.64, 0.00, -0.23, -0.23, -0.20, -0.23, -0.24, 0.22, 0.23, 0.22, 0.22, 0.21, 0.22, 0.23, 0.22, -0.60, -0.24, -0.61, -0.62, 0.19, 0.21, 0.20, 0.19, 0.22, 0.21, 0.21, 0.20, 0.21, 0.21]}

***

{"formula": "C11H18", "method": "ωB97M-V/def2-TZVPD", "lumo_ev": 0.732, "orbital_gap_ev": 10.086, "relative_energy_kcal_mol": 176.06, "e_homo_ev": -9.35, "max_force_ev_per_a": 7.52, "species": ["C", "C", "C", "C", "C", "C", "C", "C", "C", "C", "C", "H", "H", "H", "H", "H", "H", "H", "H", "H", "H", "H", "H", "H", "H", "H", "H", "H", "H"], "xyz": [[-2.85881, -2.43146, 0.03686], [-2.16857, -1.04113, 0.16100], [-2.91554, 0.12932, -0.38109], [-2.03768, 1.35940, 0.19988], [-2.62486, 2.60540, -0.02666], [4.18274, 0.74132, -0.88636], [3.52644, -0.34649, -1.33805], [2.93515, -1.27636, -0.47313], [2.98399, -1.05493, 0.89313], [3.59049, 0.12147, 1.32217], [4.22758, 1.03669, 0.44942], [-3.71863, -2.94402, 0.64519], [-3.40470, -2.44679, -0.99883], [-1.96429, -3.34453, 0.06966], [-1.03158, -1.26884, -0.15139], [-1.86504, -1.02782, 1.17914], [-2.98191, 0.16675, -1.40465], [-4.07187, 0.18793, -0.07008], [-1.02817, 1.33319, -0.15880], [-2.10786, 1.23083, 1.32660], [-3.04196, 3.32402, 1.16396], [-1.48987, 3.33023, -0.73930], [-3.84885, 2.31828, -0.88809], [4.78888, 1.34188, -1.57924], [3.44978, -0.47009, -2.39029], [2.38676, -2.10812, -0.88299], [2.58317, -1.65118, 1.74203], [3.75907, 0.30377, 2.36206], [4.74613, 1.88127, 0.81785]], "forces_ev_per_angstrom": [[0.098, -3.633, -2.176], [1.620, -4.000, 0.185], [0.024, 1.503, 3.808], [-1.489, -4.181, 2.241], [-2.617, 6.719, -2.148], [1.639, 1.721, -0.378], [-1.061, -1.651, 0.029], [-0.385, 0.284, -0.170], [0.097, 0.775, 1.100], [1.336, 0.917, -0.476], [-1.218, -1.894, 0.837], [1.641, 1.949, -0.071], [1.422, -0.340, 1.369], [-2.632, 2.567, -0.391], [-2.537, 1.080, -0.698], [-0.553, 1.094, 1.469], [0.321, 0.037, -2.646], [2.648, -0.104, 0.015], [0.444, -0.607, 0.050], [0.796, -0.403, -1.232], [1.316, -2.119, -4.179], [-4.124, -1.301, 1.962], [3.653, 1.739, 2.444], [-0.610, -0.074, 0.152], [-0.010, -0.423, -0.742], [0.053, -0.248, -0.073], [0.101, -0.099, -1.309], [-0.385, 0.013, 0.641], [0.411, 0.681, 0.388]], "nbo_charge": [-0.62, -0.44, -0.38, -0.54, -0.52, -0.20, -0.22, -0.21, -0.23, -0.20, -0.21, 0.22, 0.20, 0.20, 0.22, 0.21, 0.20, 0.21, 0.23, 0.21, 0.23, 0.19, 0.19, 0.21, 0.21, 0.21, 0.22, 0.20, 0.21]}